Formula: C4H7N2O4
Source: OMol25
Level of theory: the ωB97M-V functional and the def2-TZVPD basis

Values from the calculation:
**SMILES string**: C[C@@](N)(CON=O)C(=O)[O-]
**Total charge**: -1
**Energy**: -15429.54008 eV
**Spin multiplicity**: 1
**Energy relative to the best compared isomer or geometry (same formula, charge and spin)**: 13.16 kcal/mol
**Kohn-Sham gap**: 6.65 eV
**LUMO energy**: 2.86 eV
**F_max**: 2.457 eV/Å

Bonds (Å) are listed after each position.
CARTESIAN COORDINATES (ANGSTROEM)
1 C 1.502 -0.864 0.485  C2 1.574, H11 1.123, H12 1.114, H13 1.117
2 C 0.420 0.072 -0.171  C1 1.574, N3 1.472, C4 1.570, C8 1.591
3 N 0.237 -0.306 -1.582  C2 1.472, H14 1.021, H15 1.021
4 C -0.889 -0.008 0.690  C2 1.570, O5 1.449, H16 1.115, H17 1.113
5 O -1.955 -0.792 0.101  C4 1.449, N6 1.406
6 N -2.953 0.036 -0.442  O5 1.406, O7 1.175
7 O -3.711 0.361 0.395  N6 1.175
8 C 0.892 1.591 -0.140  C2 1.591, O9 1.242, O10 1.272
9 O 0.332 2.380 -0.918  C8 1.242
10 O 1.813 1.992 0.640  C8 1.272
11 H 1.002 -1.700 1.044  C1 1.123
12 H 2.125 -0.331 1.239  C1 1.114
13 H 2.188 -1.319 -0.269  C1 1.117
14 H 1.156 -0.543 -1.959  N3 1.021
15 H -0.308 -1.163 -1.685  N3 1.021
16 H -0.623 -0.441 1.682  C4 1.115
17 H -1.226 1.034 0.890  C4 1.113

Partial charges, Löwdin, in e: -0.065 -0.444 0.056 -0.129 -0.152 -0.021 0.056 -0.701 -0.070 -0.104 0.066 0.070 0.067 0.068 0.059 0.122 0.123